[1]
The following is a quantum chemistry calculation of a structure of composition C4H6O2S2, from the Open Molecules 2025 dataset.

For the relative energy (zero: lowest compared OMol25 entry of this formula, charge and spin), the calculation gives 84.3 kcal per mole. Its charge is 0. The multiplicity is 1. The calculation puts the gap between HOMO and LUMO at 8.25 eV.

Each line ends with the natural charge from an NBO analysis.
CARTESIAN COORDINATES (ANGSTROEM)
1 S 2.01092 2.15905 0.11217  0.335
2 S 1.49165 -1.58631 -0.20807  1.666
3 O 1.80138 -0.83127 -1.35426  -0.897
4 O 2.51316 -1.73413 0.81190  -0.892
5 C -1.39466 0.53250 -0.83351  -0.620
6 C 0.31083 0.07474 1.04677  -0.509
7 C -0.99188 -0.29819 0.42300  -0.416
8 C 1.03330 1.13793 0.63516  -0.016
9 H -1.91269 -0.11144 1.01226  0.222
10 H -0.41144 0.56140 -1.55417  0.203
11 H -1.04892 -1.30607 0.20221  0.213
12 H 0.32354 -0.34525 1.98771  0.274
13 H -2.05133 0.11167 -1.49568  0.217
14 H -1.67386 1.63538 -0.78549  0.219


[2]
The following is a quantum chemistry calculation of the ion C4H6O3P with charge -1, from the Open Molecules 2025 dataset.

For the relative energy (zero: lowest compared OMol25 entry of this formula, charge and spin), the calculation gives 55.7 kcal per mole. Its charge is -1. The multiplicity is 1. The calculation puts the gap between HOMO and LUMO (spin up / spin down) at 8.41 / 6.96 eV.

Each line ends with the natural charge from an NBO analysis.
CARTESIAN COORDINATES (ANGSTROEM)
1 P -1.52645 -0.01918 -0.26612  2.083
2 O -2.09994 -0.74141 0.92337  -1.158
3 O -2.37104 0.20478 -1.50954  -1.147
4 O 0.46008 1.60226 0.44649  -0.478
5 C 0.91244 0.52266 1.22298  0.033
6 C 0.27609 -0.92463 -0.57963  -0.763
7 C 1.45570 -0.48042 0.15850  -0.477
8 C -0.85685 1.65300 0.12564  -0.241
9 H -0.01047 -2.01057 -0.16853  0.220
10 H -1.06276 2.53115 -0.46135  0.168
11 H 2.11162 -1.26522 0.75469  0.190
12 H -0.02891 0.04940 1.61809  0.164
13 H 2.10790 0.00522 -0.64717  0.196
14 H 0.63258 -1.12705 -1.61744  0.210


[3]
The following is a quantum chemistry calculation of the molecule C4H6O3S, from the Open Molecules 2025 dataset.

For the relative energy (zero: lowest compared OMol25 entry of this formula, charge and spin), the calculation gives 19.7 kcal per mole. Its charge is 0. The multiplicity is 1. The calculation puts the gap between HOMO and LUMO at 9.15 eV. As for the SMILES: C[C@H](OC=O)OC=S.

Each line ends with the natural charge from an NBO analysis.
CARTESIAN COORDINATES (ANGSTROEM)
1 S 3.79521 -0.62531 0.00831  -0.024
2 O 1.42080 0.46220 0.14970  -0.487
3 O -0.45464 -0.69469 0.69978  -0.518
4 O -2.16641 -1.18039 -0.63794  -0.582
5 C 0.03419 0.30830 -0.20379  0.358
6 C -1.56464 -1.34747 0.38287  0.648
7 C 2.16790 -0.61162 -0.17306  0.044
8 C -0.64665 1.58799 0.07489  -0.649
9 H -0.14440 2.38213 -0.50349  0.233
10 H -1.70367 1.55432 -0.15764  0.238
11 H -1.74938 -2.17490 1.16387  0.136
12 H -0.11626 -0.03052 -1.25924  0.196
13 H 1.63185 -1.43098 -0.64124  0.176
14 H -0.50391 1.80096 1.09699  0.229


[4]
The following is a quantum chemistry calculation of a structure of composition C4H6O3Sm, from the Open Molecules 2025 dataset.

The expectation value of S² is 12.438. Its charge is +4. The multiplicity is 7. The calculation puts the gap between HOMO and LUMO (spin up / spin down) at 4.39 / 8.30 eV.

Each line ends with the natural charge from an NBO analysis.
CARTESIAN COORDINATES (ANGSTROEM)
1 Sm -2.47712 -3.06421 1.14440  2.112
2 O 3.34403 -0.32871 0.74439  -0.340
3 O -0.07205 -0.22426 -0.23397  -0.374
4 O -2.22072 -0.03847 -0.13853  -0.346
5 C -1.24122 -0.83580 -0.16084  0.512
6 C 1.17545 -0.80442 0.08827  0.381
7 C -2.10641 1.40195 -0.37917  -0.289
8 C 2.28833 0.02913 0.14013  0.363
9 H 1.14556 -1.77053 0.59725  0.251
10 H -3.12861 1.75412 -0.23504  0.296
11 H 4.15259 0.11799 0.43315  0.604
12 H -1.72221 1.51946 -1.39659  0.276
13 H 2.29029 0.38833 -0.95196  0.307
14 H -1.42790 1.85542 0.34852  0.247